## a
21
Properties=species:S:1:pos:R:3:mulliken_charge:R:1 method="wB97M-V/def2-TZVPD" smiles=CS.O.O.O.O.O lumo_ev=0.59 orbital_gap_ev=9.956
C 2.50033 -1.06564 -1.75806 -0.7866
S 1.35989 -1.65241 -0.50107 -0.2562
H 2.43680 0.01489 -1.83640 0.3145
H 2.22544 -1.52296 -2.69436 0.3088
H 3.43109 -1.11931 -1.23947 0.3013
H 2.30137 -1.54159 0.55594 0.1806
H -3.15077 3.20631 -2.73507 0.3078
H -3.27265 1.64607 -2.47555 0.3104
O -2.71535 2.40452 -2.33561 -0.6077
H -0.24407 -1.30235 1.58061 0.2454
H -0.30467 -0.55473 2.94325 0.3311
O -0.59964 -1.28607 2.44182 -0.6593
H 1.94115 2.22817 2.50084 0.2860
H 0.99379 1.75563 1.22510 0.4019
O 1.68055 1.51078 1.89482 -0.6217
H 0.07869 0.36412 -0.73530 0.2650
H -0.93854 1.22385 -0.01258 0.3251
O -0.01262 1.30615 -0.38012 -0.6735
H -2.18387 -0.58777 1.18448 0.3242
H -3.45837 -0.04406 1.44933 0.3038
O -2.92989 -0.30212 0.73591 -0.6011



## b
21
Properties=species:S:1:pos:R:3:mulliken_charge:R:1 method="wB97M-V/def2-TZVPD" smiles=CS.O.O.O.O.O lumo_ev=0.58 orbital_gap_ev=10.011
C 1.10659 2.18002 2.56662 -0.7926
S 0.33954 1.04310 1.35690 -0.2473
H 0.80117 1.92368 3.56714 0.2835
H 0.81536 3.19703 2.35190 0.2969
H 2.18313 2.15578 2.45533 0.3308
H 0.00130 2.03208 0.53181 0.1536
H -1.70404 0.77582 -2.09547 0.3299
H -1.47882 0.73985 -0.58668 0.2619
O -2.03807 1.13645 -1.26324 -0.6091
H 2.92548 -1.03457 3.15738 0.3244
H 2.42963 -0.34886 1.85060 0.2872
O 3.11603 -0.91982 2.21437 -0.6144
H -2.10340 -4.58164 0.17710 0.3166
H -1.85379 -3.57492 1.33223 0.3134
O -2.24475 -3.66520 0.45698 -0.6217
H -2.16776 -1.46500 -1.87339 0.3290
H -1.05005 -2.50494 -1.87380 0.2649
O -1.20970 -1.55761 -1.87164 -0.6129
H 0.06822 1.94699 -4.22689 0.3161
H 1.49433 1.37597 -4.17857 0.3042
O 0.56958 1.14578 -4.04867 -0.6144



Name the most stable of them. b.



## a
31
Properties=species:S:1:pos:R:3:mulliken_charge:R:1 method="wB97M-V/def2-TZVPD" smiles="C[C@H]1[NH2+][C@H](C)[C@](C)(N=O)N(N=O)[C@H]1C" lumo_ev="-4.85 / -4.85" orbital_gap_ev="7.235 / 7.235" total_charge=+1
C 0.95594 0.66672 -1.18424 -0.1763
C 1.39510 -0.70981 -0.65826 -0.0794
C -0.78101 -0.97329 0.72761 -0.4715
C -1.21063 0.41164 0.12065 0.4973
C 2.18052 1.58291 -1.46915 -1.3511
C 2.28652 -0.71040 0.56749 -1.4443
C -1.94132 -1.94103 0.91736 -1.1207
C -2.16284 1.21987 0.90819 -1.5079
N -1.80533 0.01445 -1.41531 0.0756
N 0.53298 2.20556 0.49091 -0.4982
N 0.11676 1.15192 -0.09236 1.0353
N 0.16672 -1.55181 -0.24971 -0.1361
O -2.75338 0.65563 -1.74848 -0.3312
O 0.03136 2.73935 1.44676 -0.5144
H 0.38549 0.50612 -2.01035 0.5203
H 1.99418 -1.13720 -1.44983 0.5150
H -0.23793 -0.98264 1.77270 0.5455
H 2.90275 1.10245 -2.16868 0.3814
H 2.69112 1.78008 -0.47703 0.3717
H 1.78518 2.51341 -1.90533 0.3967
H 1.94709 0.02803 1.31798 0.3530
H 3.39732 -0.58707 0.43253 0.3730
H 2.21802 -1.73195 0.97251 0.3495
H -1.58768 -2.96133 0.62815 0.3512
H -2.68123 -1.52050 0.17856 0.3461
H -2.25904 -1.92123 1.99095 0.3350
H -2.35845 2.21503 0.46351 0.4112
H -1.80993 1.22192 1.97757 0.4009
H -3.25022 0.78930 0.85566 0.3460
H -0.60922 -1.59474 -1.11675 0.5733
H 0.46113 -2.48141 0.17637 0.4535



## b
31
Properties=species:S:1:pos:R:3:mulliken_charge:R:1 method="wB97M-V/def2-TZVPD" lumo_ev=-4.67 orbital_gap_ev=7.505 total_charge=+1
C -0.95648 -0.44459 -1.18848 0.0367
C -1.24469 0.99220 -0.76129 0.0113
C 0.77024 0.78755 0.86240 0.1483
C 0.97965 -0.59408 0.33856 -0.3358
C -2.30219 -1.19291 -1.44199 -1.4777
C -2.27331 1.12781 0.33658 -1.7932
C 2.09658 1.51607 1.25416 -1.2521
C 2.01490 -1.48093 0.81561 -1.6606
N 1.94615 0.01547 -1.41783 0.1540
N -0.82863 -2.20942 0.43934 -0.3830
N -0.19314 -1.19267 -0.08532 0.9504
N 0.04852 1.55007 -0.15809 -0.0742
O 2.99963 -0.54787 -1.44277 -0.2723
O -0.42201 -2.83163 1.42160 -0.4792
H -0.23436 -0.45657 -1.96608 0.3790
H -1.47226 1.53964 -1.64878 0.4861
H 0.12569 0.74368 1.74482 0.5932
H -2.99881 -1.13810 -0.56234 0.3870
H -2.26967 -2.26240 -1.76617 0.3917
H -2.74169 -0.73399 -2.29603 0.4390
H -2.00469 0.58376 1.16591 0.4894
H -3.09785 0.59916 0.02029 0.5060
H -2.70040 2.07615 0.52938 0.4176
H 2.80029 0.73483 0.85929 0.3474
H 2.25081 1.51289 2.29623 0.3693
H 2.22258 2.41779 0.72454 0.3699
H 2.96119 -1.29871 0.22749 0.4576
H 1.75971 -2.47136 0.67185 0.4542
H 2.17308 -1.42750 1.84145 0.4046
H 0.75262 1.56753 -0.94457 0.5268
H -0.16147 2.51815 0.13027 0.4087



Name the most stable of them. a.



## a
49
Properties=species:S:1:pos:R:3:mulliken_charge:R:1 method="wB97M-V/def2-TZVPD" lumo_ev=-6.57 orbital_gap_ev=8.199 total_charge=+2
Y 0.06224 -0.10164 -0.55872 1.2273
C -1.00300 4.05092 -2.20596 -0.9165
C -0.03278 4.30674 -3.15957 -0.4402
C 0.98056 3.38323 -3.37179 -0.8877
C 1.01572 2.22632 -2.61394 0.8027
N 0.07158 1.98180 -1.68694 -0.1883
C -0.92198 2.86901 -1.49670 -0.1159
C 2.09823 1.19493 -2.75193 0.7909
C 3.21999 1.41042 -3.52779 -0.9053
C 4.20359 0.43366 -3.59740 -0.4467
C 4.04379 -0.73885 -2.88481 -1.0589
C 2.89813 -0.88620 -2.12535 0.1032
N 1.93926 0.04567 -2.04955 0.2466
H -1.81271 4.74098 -2.01924 0.4423
H -0.06096 5.21793 -3.74202 0.4680
H 1.72830 3.57585 -4.12552 0.3671
H -1.66002 2.61199 -0.74585 0.6309
H 3.34744 2.33430 -4.07054 0.3376
H 5.08781 0.59793 -4.19857 0.4674
H 4.78370 -1.52523 -2.90644 0.4391
H 2.74534 -1.77632 -1.53411 0.3254
Br 0.71156 -3.25436 -0.54417 -0.0038
C -1.09823 -3.68778 -0.16637 0.5391
C -1.38113 -4.56723 0.86390 -0.4647
C -2.70401 -4.84274 1.17026 -0.6106
C -3.73599 -4.23790 0.46718 -0.6055
C -3.45818 -3.35632 -0.56467 -0.5710
C -2.13280 -3.09098 -0.87565 0.1762
I -1.71866 -1.82623 -2.49115 0.2035
H -0.57458 -5.02692 1.41815 0.4496
H -2.92703 -5.53632 1.96907 0.4281
H -4.76559 -4.45116 0.71787 0.4297
H -4.26117 -2.88615 -1.11351 0.4531
O 1.62111 -0.40852 1.14276 -0.5721
C 0.64472 -0.50287 1.92847 0.7304
N -0.46479 -1.14872 1.48527 -0.1158
S -1.74395 -0.24653 1.92245 0.9954
O -2.93975 -0.93124 2.24016 -0.5756
O -1.79336 0.67159 0.72727 -0.5999
C -0.94634 0.57807 3.26319 0.2609
C -1.46723 1.35873 4.26828 -0.7220
C -0.55640 1.87946 5.18731 -0.5388
C 0.80730 1.63505 5.07181 -0.5603
C 1.31807 0.85702 4.03563 -0.6822
C 0.41735 0.31307 3.14216 0.3952
H -2.52781 1.55352 4.34949 0.4953
H -0.91960 2.48517 6.00613 0.4334
H 1.48382 2.05350 5.80419 0.4233
H 2.37843 0.66341 3.94729 0.5197



## b
49
Properties=species:S:1:pos:R:3:mulliken_charge:R:1 method="wB97M-V/def2-TZVPD" lumo_ev=-6.48 orbital_gap_ev=8.483 total_charge=+2
Y 0.12674 0.36093 -0.58523 1.0726
C -2.80987 -3.19513 -1.21625 -0.9809
C -3.78880 -2.70122 -2.05893 -0.4805
C -3.75302 -1.36671 -2.43623 -0.8930
C -2.73978 -0.55459 -1.95919 0.7276
N -1.78175 -1.04103 -1.14391 -0.0092
C -1.82051 -2.33150 -0.78458 -0.2146
C -2.63315 0.89188 -2.30079 0.7659
C -3.62622 1.57085 -2.98683 -0.9253
C -3.47378 2.92484 -3.24181 -0.4419
C -2.33518 3.57430 -2.79390 -1.0553
C -1.38896 2.83444 -2.11515 0.0245
N -1.52174 1.52177 -1.87603 0.2287
H -2.80581 -4.22814 -0.90040 0.4570
H -4.57691 -3.34611 -2.42378 0.4660
H -4.50954 -0.97843 -3.10049 0.3592
H -1.02783 -2.66620 -0.12867 0.6910
H -4.52076 1.06217 -3.31118 0.3560
H -4.24435 3.46649 -3.77357 0.4708
H -2.18229 4.63095 -2.95793 0.4337
H -0.49756 3.31362 -1.72560 0.4920
Br 2.19455 1.91977 -2.05521 -0.0543
C 3.44872 0.61341 -1.43462 0.6021
C 4.54503 1.08067 -0.73141 -0.6029
C 5.47936 0.16951 -0.26330 -0.5388
C 5.30603 -1.18833 -0.48722 -0.6752
C 4.20053 -1.65035 -1.18335 -0.4621
C 3.26695 -0.74472 -1.66830 0.0826
I 1.62361 -1.49922 -2.73422 0.2662
H 4.66791 2.14013 -0.55569 0.4730
H 6.34268 0.52774 0.27987 0.4322
H 6.03270 -1.89834 -0.11772 0.4260
H 4.06766 -2.70987 -1.35294 0.4354
O -0.27573 1.95638 1.11662 -0.6028
C 0.47432 1.26659 1.85197 0.7968
N 1.55443 0.67817 1.27152 -0.3587
S 1.59688 -0.85254 1.84470 1.1706
O 2.87079 -1.44910 2.00486 -0.5746
O 0.67425 -1.49412 0.85321 -0.4305
C 0.72573 -0.52303 3.33471 0.2910
C 0.55684 -1.30278 4.45586 -0.7279
C -0.22582 -0.76185 5.47450 -0.5446
C -0.81936 0.48927 5.34444 -0.5460
C -0.65372 1.25463 4.19330 -0.6348
C 0.14693 0.73627 3.19457 0.3665
H 1.01308 -2.27851 4.55063 0.4935
H -0.37285 -1.32829 6.38386 0.4339
H -1.41826 0.87659 6.15722 0.4231
H -1.11218 2.22877 4.09258 0.5160



Name the most stable of them. b.



## a
11
Properties=species:S:1:pos:R:3:mulliken_charge:R:1 method="wB97M-V/def2-TZVPD" lumo_ev="-1.32 / -1.32" orbital_gap_ev="6.871 / 6.875"
C -2.37745 -0.43608 -1.43769 -0.3687
C -1.17934 0.48412 0.31295 0.1500
C -1.67894 -0.65696 -0.28608 -0.1384
C 2.09485 -0.45804 0.69787 -0.1749
N 2.06968 0.19221 -0.38136 -0.5622
S -0.79022 2.00101 0.28781 -0.1875
H -2.39868 0.59202 -1.82178 0.2108
H 1.80484 1.16991 -0.45729 0.2728
H -1.80239 -1.47311 0.37341 0.3157
H 2.31853 -1.45870 1.03416 0.2698
H 1.93912 0.04362 1.67799 0.2125



## b
11
Properties=species:S:1:pos:R:3:mulliken_charge:R:1 method="wB97M-V/def2-TZVPD" lumo_ev="-0.69 / -0.69" orbital_gap_ev="7.542 / 7.557"
C 0.57890 -2.61409 0.04970 -0.1414
C -1.56269 -1.15345 0.92060 -0.0841
C 0.13878 -1.45831 0.22890 -0.2398
C 0.84976 2.20183 0.01763 -0.2965
N -0.05633 1.49967 -0.48496 -0.3937
S -2.78405 -1.25206 -0.08719 -0.0799
H 0.35024 -3.60135 0.35725 0.2777
H -0.26574 1.80598 -1.40609 0.1743
H 0.25525 -0.40636 0.00201 0.3022
H 1.30858 1.92730 0.99107 0.2497
H 1.18731 3.05084 -0.58894 0.2315



Name the most stable of them. a.



## a
11
Properties=species:S:1:pos:R:3:mulliken_charge:R:1 method="wB97M-V/def2-TZVPD" smiles="C1=NS[C@@H]2C[C@H]12" lumo_ev=0.75 orbital_gap_ev=9.312
C 0.67399 -0.28604 0.91221 -0.5208
C 0.71381 0.80146 -0.08686 -0.2323
C -1.14635 -0.57743 -0.81714 0.0740
C -0.54126 0.07558 0.35457 -0.1980
H 0.98156 -0.03223 1.95908 0.2452
H 1.24436 -1.13949 0.67138 0.2254
H 1.02129 1.73786 0.28614 0.3771
H -2.12430 -0.89668 -0.53643 0.3643
H -1.35845 0.62134 0.89683 0.2838
N -0.43367 -0.73354 -1.85200 -0.5708
S 0.96902 0.42918 -1.78778 -0.0480



## b
11
Properties=species:S:1:pos:R:3:mulliken_charge:R:1 method="wB97M-V/def2-TZVPD" smiles="C=C=C1SN1C" lumo_ev=-0.31 orbital_gap_ev=8.187
C -0.01228 1.48045 0.16129 -0.0072
C 1.01435 0.72771 0.46815 0.6812
C -0.94880 2.36191 0.24830 -0.8124
C 0.87314 -1.65426 0.06131 -0.7197
N 1.39337 -0.51391 0.76246 -0.3675
S 2.58552 0.73766 -0.24786 -0.1613
H -1.23745 3.12424 1.00659 0.2578
H -1.53834 2.32516 -0.62310 0.2268
H 0.99008 -1.59720 -0.96181 0.3285
H 1.09552 -2.69171 0.45708 0.2353
H -0.15916 -1.40569 0.15486 0.3384



## c
11
Properties=species:S:1:pos:R:3:mulliken_charge:R:1 method="wB97M-V/def2-TZVPD" lumo_ev="-0.80 / -0.80" orbital_gap_ev="7.103 / 7.103"
C 1.19488 0.99868 0.33338 -0.6654
C -0.91902 0.22644 -0.82765 -0.6752
C 0.04747 -0.82896 1.22235 -0.7173
C -0.10759 0.32524 0.45912 0.7683
N 0.05819 -0.57078 -1.54637 -0.4075
S 1.35166 -0.47469 -0.58581 0.2248
H 1.23995 1.91640 -0.24222 0.2795
H -1.85468 -0.32418 -0.73593 0.2931
H -1.10626 1.19709 -1.30160 0.2847
H 0.80061 -0.85938 1.99024 0.3252
H -0.70521 -1.60586 1.23449 0.2897



Name the most stable of them. a.